No. 1
The following is a quantum chemistry calculation of a 2-piece molecular cluster, C7H15BClNO7 overall at a distorted geometry, from the Open Molecules 2025 dataset.

Energy above the lowest of the compared OMol25 structures with the same formula, charge and spin ... 0.320 eV
Kohn-Sham gap ... 10.9 eV
DFT total energy ... -36524.794 eV
Structure (SMILES) ... CCOB(O)OC(=O)O[C@H](Cl)CC.C[N+](=O)[O-]
LUMO ... 0.0052 Eh
HOMO ... -10.76 eV

XYZ file:
```
32
Properties=species:S:1:pos:R:3:forces:R:3:mulliken_charge:R:1
C 2.401690 1.403930 -0.243785 0.17 0.29 -0.26 -0.936
C 1.600448 0.394884 -1.039407 0.23 0.20 0.19 -0.181
O 0.441124 -0.005954 -0.288090 0.11 -0.38 0.10 -0.399
B -0.212891 -1.102962 -0.709907 -0.13 0.23 -0.27 0.865
O -0.158416 -1.529988 -2.017409 0.60 0.16 0.45 -0.466
O -0.991159 -1.875912 0.195689 -0.67 0.48 -0.13 -0.538
C -2.323413 -1.671328 0.121994 -0.41 -1.53 0.43 0.582
O -3.157861 -2.531370 0.290189 1.07 1.38 -0.07 -0.530
O -2.561375 -0.365137 -0.146993 0.09 -0.45 -0.08 -0.198
C -3.899877 -0.006785 -0.389844 -0.24 0.64 -0.16 -0.191
Cl -4.496181 -0.742704 -1.906595 -0.03 -0.13 -0.03 -0.165
C -3.944780 1.502961 -0.512432 0.42 -0.26 -0.45 -0.536
C -3.089023 2.039822 -1.668234 -0.03 0.11 0.14 -0.917
H 2.752317 2.195130 -0.898954 -0.01 0.20 -0.11 0.321
H 3.286545 0.961698 0.185899 0.07 -0.15 0.27 0.117
H 1.810055 1.861188 0.539344 -0.20 0.04 0.12 0.319
H 2.216546 -0.477701 -1.229814 0.02 -0.21 -0.10 0.308
H 1.314964 0.804085 -2.000812 -0.34 0.04 -0.14 0.317
H -0.097093 -2.485134 -2.031444 -0.42 -0.38 -0.33 0.299
H -4.543203 -0.349564 0.407500 -0.05 -0.35 0.12 0.473
H -3.569475 1.915531 0.416969 -0.15 0.02 0.33 0.279
H -4.983282 1.773760 -0.648474 -0.22 0.16 0.16 0.397
H -3.695083 2.454035 -2.463070 -0.15 0.06 -0.15 0.312
H -2.463009 1.273969 -2.107480 0.13 -0.21 -0.04 0.224
H -2.431526 2.821297 -1.306994 0.12 0.19 0.00 0.282
C 4.036084 -1.314969 3.307333 0.05 -0.03 0.15 -0.740
N 4.872616 -1.009825 2.114995 -0.12 -0.05 0.17 0.863
O 6.070796 -0.971524 2.255954 0.30 0.01 0.05 -0.522
O 4.282578 -0.816374 1.074927 -0.09 -0.09 -0.22 -0.529
H 4.692182 -1.461441 4.155883 0.05 0.00 -0.01 0.321
H 3.370829 -0.471021 3.459524 -0.06 -0.02 -0.06 0.284
H 3.468870 -2.212596 3.083540 -0.07 0.03 -0.04 0.285
```
Forces are in eV/Å.

No. 2
The following is a quantum chemistry calculation of a 2-piece molecular cluster, C7H15BS2 overall at a distorted geometry, from the Open Molecules 2025 dataset.

Kohn-Sham gap (alpha / beta) ... 8.3 / 7.1 eV
DFT total energy ... -29845.476 eV
LUMO (alpha / beta) ... 0.0206 / -0.0074 Eh
HOMO (alpha / beta) ... -7.72 / -7.30 eV

XYZ file:
```
25
Properties=species:S:1:pos:R:3:forces:R:3:mulliken_charge:R:1
B -1.848649 0.320929 -0.142878 0.69 -0.17 -0.18 0.202
C -4.179318 -1.159911 -0.261124 -0.76 2.48 0.36 -0.500
C -4.559361 0.305851 0.115762 0.80 -0.50 -0.96 -0.759
C 1.114261 1.815884 0.893485 -2.90 -0.07 -0.04 -1.082
C 3.000313 0.009913 -0.770686 1.39 -3.01 1.83 -1.404
C 1.327017 -1.299201 0.625315 0.31 -1.81 -1.48 -1.223
C 0.910069 1.056587 -0.373485 -2.81 -1.93 0.75 -0.607
C 1.479960 -0.345977 -0.560311 2.02 1.61 -0.11 0.546
S -2.393424 -1.356660 0.084121 0.10 -0.85 -0.09 -0.194
S -3.170209 1.439596 -0.400256 -0.97 0.66 -0.17 -0.197
H -4.819123 -1.714568 0.423859 0.31 -0.82 -0.42 0.317
H -4.502387 -1.180448 -1.333864 0.74 -0.88 0.84 0.285
H -5.545791 0.455485 -0.276481 -0.28 0.76 -1.22 0.419
H -4.763747 0.548709 1.119942 0.50 -0.35 1.73 0.356
H 0.624157 2.860391 0.729982 0.83 -1.96 0.99 0.258
H 2.134110 1.894602 0.992001 2.61 0.76 0.60 0.481
H 0.776503 1.188202 1.787058 0.10 1.38 -0.99 0.226
H 3.507747 -1.027023 -0.903025 -0.45 1.53 0.53 0.355
H 3.237596 0.451537 -1.707568 -0.11 1.11 -0.56 0.409
H 3.486590 0.498599 0.147067 -0.67 -0.53 -1.57 0.306
H 1.231477 -1.026325 1.639572 1.00 1.35 1.14 0.379
H 2.049816 -2.160314 0.510132 -0.59 1.00 0.32 0.296
H 0.362922 -1.744269 0.571823 -1.08 -0.71 -0.71 0.204
H 0.411878 1.643137 -1.099353 0.11 0.02 -1.37 0.678
H 1.304504 -0.928807 -1.501642 -0.90 0.93 0.80 0.249
```
Forces are in eV/Å.

No. 3
The following is a quantum chemistry calculation of the molecule C7H15Cl2N at a distorted geometry, from the Open Molecules 2025 dataset.

Energy above the lowest of the compared OMol25 structures with the same formula, charge and spin ... 0.000 eV
Kohn-Sham gap ... 10.0 eV
DFT total energy ... -34035.448 eV
Structure (SMILES) ... CN(C)C(Cl)(Cl)C(C)(C)C
LUMO ... 0.0269 Eh
HOMO ... -9.24 eV

XYZ file:
```
25
Properties=species:S:1:pos:R:3:forces:R:3:mulliken_charge:R:1
C -0.068754 -2.179669 0.520435 -2.66 -0.96 0.36 -1.049
N -0.705198 -1.244835 -0.438401 -0.13 0.11 0.03 -0.006
C -1.972819 -1.801580 -0.906751 1.28 -2.62 5.02 -1.104
C -0.757390 0.088691 -0.027780 -0.54 0.98 0.16 0.288
Cl -1.908149 0.975355 -1.169667 0.62 0.22 0.47 -0.198
Cl -1.599779 0.170150 1.684975 -0.10 0.35 -0.25 -0.191
C 0.568171 0.950631 0.014516 -0.27 -1.17 0.20 1.620
C 1.148214 0.933561 -1.378226 1.94 1.08 -1.91 -1.526
C 0.331409 2.358564 0.399180 -3.41 1.67 2.01 -1.805
C 1.508722 0.528416 1.148764 -0.43 -0.61 -0.14 -1.994
H 0.868381 -2.396029 0.138787 2.02 -0.67 -0.15 0.288
H -0.106952 -1.739233 1.501097 0.65 0.22 0.39 0.440
H -0.682552 -3.173666 0.698287 1.17 1.94 -0.94 0.369
H -2.293784 -2.448923 0.038582 -0.55 1.42 -2.21 0.238
H -2.645223 -1.130697 -1.252224 -2.05 1.80 -0.58 0.507
H -1.750178 -2.464257 -1.646031 0.54 -2.07 -2.17 0.387
H 0.899179 0.206893 -2.176523 -0.25 -0.14 1.12 0.308
H 2.270387 0.953780 -1.331072 -0.84 -0.15 0.08 0.369
H 0.906599 1.913158 -1.845416 0.06 -0.57 0.14 0.361
H 0.006417 2.310434 1.481814 0.37 0.43 -0.96 0.470
H 1.216681 2.978686 0.395366 0.17 0.06 -0.47 0.456
H -0.587344 2.836052 -0.066952 1.54 -0.31 0.01 0.353
H 1.010332 0.752027 2.115705 0.53 -0.96 -0.53 0.415
H 2.427725 1.059516 1.138528 0.61 1.36 -0.25 0.572
H 1.915908 -0.437025 0.963015 -0.29 -1.40 0.58 0.433
```
Forces are in eV/Å.

No. 4
The following is a quantum chemistry calculation of a 4-piece molecular cluster, C7H15Cl6O overall at a distorted geometry, from the Open Molecules 2025 dataset.

Energy above the lowest of the compared OMol25 structures with the same formula, charge and spin ... 0.556 eV
Kohn-Sham gap ... 4.6 eV
DFT total energy ... -84683.888 eV
Total charge ... -1
LUMO ... 0.0970 Eh
HOMO ... -2.01 eV

XYZ file:
```
29
Properties=species:S:1:pos:R:3:forces:R:3:mulliken_charge:R:1
C -15.244071 8.897176 8.712592 0.70 1.56 2.31 -0.195
O -14.904209 9.994449 9.496085 -0.14 -0.43 -0.96 -0.897
H -15.025919 8.019301 9.363540 -0.10 -0.84 -0.60 0.240
H -16.323610 8.856585 8.476312 0.01 -0.12 -0.49 0.124
H -14.608528 8.827033 7.798059 -0.49 -0.28 -0.40 -0.187
Cl -17.476639 6.387586 7.280301 0.30 0.12 -0.04 -0.135
C -19.181069 6.006661 7.509922 -0.18 -0.37 0.14 -0.500
C -20.089716 6.859387 6.659401 0.10 -0.15 -0.21 -0.418
Cl -20.221781 8.518926 7.281576 -0.13 0.00 0.03 -0.174
H -19.406513 6.108942 8.569990 -0.03 0.14 -0.04 0.311
H -19.313787 4.955058 7.250433 -0.05 0.06 -0.11 0.304
H -21.075400 6.396603 6.610114 -0.09 0.21 0.17 0.282
H -19.708664 6.937426 5.643488 0.06 -0.04 0.02 0.304
Cl -10.724940 8.759088 6.990113 0.24 0.05 -0.21 -0.228
C -12.101648 8.071450 7.892992 -0.03 -0.25 -0.07 -0.250
C -11.652310 6.962992 8.812989 -0.48 0.48 0.69 -0.443
Cl -10.718782 7.612360 10.211151 0.24 -0.13 -0.21 -0.222
H -12.793881 7.661428 7.158225 0.05 0.02 0.02 0.268
H -12.596396 8.892161 8.408585 -0.03 -0.01 0.24 0.208
H -11.069023 6.191180 8.323811 0.14 0.06 -0.06 0.362
H -12.527113 6.533501 9.298859 -0.10 -0.08 -0.29 0.275
Cl -16.292642 11.795738 6.271927 -0.16 0.28 -0.03 -0.145
C -14.866651 12.137341 5.268220 0.24 0.14 0.07 -0.486
C -13.734899 11.235706 5.703426 0.25 -0.26 0.13 -0.328
Cl -12.973177 11.833742 7.200795 -0.02 0.09 -0.03 -0.146
H -14.545810 13.171821 5.389153 -0.27 0.04 0.17 0.304
H -15.158249 12.015419 4.226614 0.10 -0.33 -0.01 0.288
H -12.936293 11.170137 4.966401 -0.12 0.07 -0.15 0.322
H -14.100221 10.238663 5.941395 -0.02 -0.02 -0.10 0.161
```
Forces are in eV/Å.

- Which of these has the lowest DFT total energy?
  C7H15Cl6O